Entry from the OMol25 dataset: a molecular structure, C48H51F6IN2O3PSbSe2TeW (ωB97M-V/def2-TZVPD).

Output
* orbital gap (alpha / beta): 5.66 / 5.18 eV
* HOMO (alpha / beta): -0.48235 / -0.48921 Ha
* DFT total energy: -239757.82755 eV
* charge: +2
* ⟨S²⟩: 2.0220
* M: 1566.9 g/mol
* spin multiplicity: 3
* lowest unoccupied orbital energy (alpha / beta): -7.470 / -8.127 eV

The geometry in XYZ format:
```
117
Properties=species:S:1:pos:R:3:forces:R:3:lowdin_charge:R:1
W 0.5507 -1.9666 0.1629 -1.288 -2.120 0.864 1.52
Se -0.4473 0.2576 0.9714 0.440 0.504 0.623 0.57
P -1.7304 1.9874 0.4411 -0.147 -0.369 -0.393 0.86
Se -1.1367 -1.5364 -1.7332 0.528 -0.226 0.278 0.70
C -0.6507 3.3824 0.7626 0.233 0.131 -0.048 -0.44
C 0.1918 3.4887 1.8757 -0.051 0.026 -0.044 -0.10
C 0.9344 4.6401 2.0589 0.015 -0.010 -0.023 -0.05
C 0.8534 5.6782 1.1348 -0.045 0.022 0.040 -0.05
C 0.0353 5.5660 0.0229 -0.086 0.018 0.079 -0.08
C -0.7143 4.4141 -0.1742 -0.081 0.046 0.205 -0.11
C -3.0077 1.9668 1.6973 -0.191 0.009 0.143 -0.46
C -2.7539 1.8734 3.0703 -0.008 0.053 -0.094 -0.10
C -3.8055 1.9372 3.9639 -0.050 -0.007 -0.017 -0.05
C -5.1100 2.0932 3.4982 0.034 -0.007 0.058 -0.05
C -5.3660 2.1695 2.1405 0.017 -0.007 -0.062 -0.06
C -4.3154 2.1001 1.2331 0.007 -0.014 0.085 -0.11
H 0.2751 2.6771 2.5883 -0.012 -0.013 0.012 0.07
H 1.5753 4.7312 2.9253 0.034 -0.003 -0.007 0.12
H 1.4359 6.5771 1.2853 0.003 0.017 0.014 0.12
H -0.0178 6.3706 -0.6981 -0.021 0.019 0.020 0.12
H -1.3486 4.3234 -1.0475 -0.005 -0.005 -0.008 0.11
H -1.7423 1.7468 3.4352 0.037 0.039 0.009 0.09
H -3.6133 1.8793 5.0268 -0.003 -0.021 0.008 0.12
H -5.9271 2.1578 4.2040 -0.004 -0.009 0.009 0.12
H -6.3799 2.2835 1.7822 -0.006 0.012 -0.003 0.12
H -4.5160 2.1535 0.1700 -0.003 0.016 -0.019 0.11
F 2.0631 -0.9488 0.6849 -0.412 0.007 -0.437 -0.56
Sb 3.7631 -2.7867 2.4144 0.654 0.021 0.058 1.53
F 5.2238 -2.4283 3.5590 -0.040 -0.014 0.275 -0.49
F 4.6759 -1.8861 1.0154 -0.083 0.219 -0.145 -0.46
F 4.4749 -4.4346 1.8437 -0.091 -0.238 0.009 -0.45
F 3.4996 -2.1718 -1.5339 0.115 -0.324 -0.236 0.18
F 0.6886 -2.8234 1.8146 -0.052 0.374 0.023 -0.37
C -7.0377 -5.1482 3.0881 0.062 0.014 0.007 -0.02
C -5.6804 -4.6769 2.6632 -0.059 0.015 0.013 -0.21
C -5.4873 -3.3699 2.2166 0.012 -0.012 0.000 0.01
C -4.2462 -2.9064 1.8286 -0.062 0.096 -0.051 -0.16
C -4.1191 -1.4812 1.3681 -0.043 -0.055 0.029 -0.02
C -3.1497 -3.8043 1.8764 0.286 0.071 -0.009 -0.09
C -1.8411 -3.4587 1.4231 -0.057 0.112 0.048 -0.12
O -1.5022 -2.3291 0.9899 -0.084 -0.198 -0.014 -0.35
C -3.3213 -5.1301 2.3591 -0.015 -0.110 0.036 -0.18
C -2.1775 -6.1069 2.4856 -0.065 0.028 -0.041 -0.02
C -4.5846 -5.5354 2.7385 0.052 0.011 -0.020 0.01
H -7.8236 -4.4890 2.7269 -0.010 -0.001 -0.009 0.09
H -7.0931 -5.1747 4.1784 -0.006 0.003 0.015 0.10
H -7.2284 -6.1598 2.7327 -0.008 -0.006 -0.015 0.09
H -6.3370 -2.7003 2.1682 -0.007 0.007 0.008 0.13
H -5.0694 -0.9668 1.4960 -0.010 0.005 -0.012 0.08
H -3.8323 -1.4296 0.3156 0.038 0.007 0.021 0.08
H -3.3584 -0.9449 1.9358 0.020 0.028 -0.006 0.06
H -1.0872 -4.2438 1.4433 -0.035 0.013 0.003 0.11
H -1.3777 -5.7169 3.1158 0.012 -0.004 0.008 0.09
H -1.7493 -6.3612 1.5148 0.010 -0.002 -0.010 0.10
H -2.5305 -7.0308 2.9366 0.000 -0.005 0.001 0.09
H -4.7305 -6.5454 3.1004 0.002 -0.011 0.008 0.13
O 2.3360 -3.3070 -0.0425 -0.257 0.864 -0.392 -0.09
C 2.3999 -2.7875 -1.1889 0.116 -0.601 -0.348 -0.65
I 3.3077 0.8003 3.4211 -0.065 0.073 -0.014 0.98
C 1.7477 -0.2730 4.3166 -0.078 -0.024 -0.125 -0.80
C 1.9914 -0.9289 5.5171 0.001 0.029 -0.035 -0.12
C 0.9528 -1.6521 6.0778 -0.024 -0.019 0.008 -0.04
C -0.2782 -1.6803 5.4362 0.017 -0.008 0.022 -0.04
C -0.4148 -0.9880 4.2490 0.033 0.005 -0.092 -0.16
N 0.5863 -0.3052 3.6814 -0.019 0.063 0.082 -0.04
H 2.9616 -0.8703 5.9889 0.011 -0.008 -0.003 0.11
H 1.1050 -2.1834 7.0077 -0.005 0.001 0.011 0.12
H -1.1141 -2.2295 5.8454 -0.012 0.014 0.019 0.11
H -1.3602 -0.9741 3.7147 0.013 -0.029 -0.020 0.09
C -0.3375 -4.2330 -2.8759 0.085 -0.144 0.014 -0.02
C 0.1014 -3.3010 -1.7970 -0.412 0.505 -0.276 -0.84
O -0.0272 -3.7277 -0.5067 0.291 -0.052 -0.525 -0.28
N 1.3811 -2.6171 -2.0404 0.176 0.451 1.259 0.03
Te 1.5982 0.4850 -2.0131 0.465 1.040 -0.781 1.70
C 0.6974 2.1554 -2.9374 -0.120 -0.004 0.117 -0.36
C 1.1667 3.4059 -2.5112 0.026 0.093 -0.041 -0.30
C 2.2218 3.5879 -1.4524 -0.012 -0.057 -0.116 -0.05
C 0.6267 4.5386 -3.1092 0.094 -0.028 -0.110 -0.02
C -0.3365 4.4615 -4.1055 -0.011 0.018 0.012 -0.24
C -0.8784 5.6978 -4.7638 0.030 -0.046 -0.011 -0.03
C -0.7801 3.2019 -4.4915 0.006 -0.002 -0.012 0.00
C -0.2891 2.0327 -3.9243 -0.087 0.056 -0.051 -0.30
C -0.8630 0.7319 -4.4184 0.098 -0.009 0.093 -0.09
C 3.5352 0.7941 -2.7430 0.056 -0.264 0.044 -0.38
C 4.5713 0.9775 -1.8212 0.085 -0.008 0.016 -0.30
C 4.3750 1.2016 -0.3451 0.013 -0.072 -0.073 -0.09
C 5.8753 0.9829 -2.3084 -0.037 0.015 0.014 0.01
C 6.1590 0.8058 -3.6527 0.037 -0.024 -0.021 -0.23
C 7.5756 0.7634 -4.1483 -0.056 0.075 0.003 -0.03
C 5.0952 0.6469 -4.5429 0.016 -0.018 0.021 0.01
C 3.7803 0.6149 -4.1168 0.041 0.051 -0.040 -0.28
C 2.6870 0.3774 -5.1237 -0.006 0.030 0.116 -0.05
H 0.3328 -5.0971 -2.8817 0.003 0.001 0.001 0.11
H -0.2868 -3.7279 -3.8377 0.006 -0.023 0.001 0.10
H -1.3536 -4.5694 -2.6813 0.009 0.015 -0.001 0.10
H 2.0196 2.9868 -0.5599 0.008 0.028 -0.002 0.06
H 2.2633 4.6284 -1.1397 0.019 -0.031 -0.009 0.08
H 3.2049 3.3151 -1.8373 0.016 -0.016 0.016 0.09
H 0.9836 5.5105 -2.7891 0.018 0.001 -0.028 0.12
H -0.5614 6.5988 -4.2427 -0.010 0.014 0.006 0.08
H -1.9674 5.6773 -4.7995 -0.008 0.011 0.004 0.09
H -0.5219 5.7634 -5.7929 0.000 0.008 -0.007 0.10
H -1.5248 3.1208 -5.2750 -0.026 0.007 0.000 0.13
H -1.1359 0.8177 -5.4686 0.017 -0.014 -0.019 0.10
H -1.7673 0.4791 -3.8622 -0.012 0.001 -0.019 0.06
H -0.1685 -0.1016 -4.3142 -0.010 -0.007 -0.014 0.02
H 3.3402 1.0835 -0.0185 0.016 -0.040 0.036 0.00
H 4.6823 2.2157 -0.0801 -0.003 0.011 0.008 0.10
H 4.9848 0.5016 0.2254 -0.033 -0.041 0.027 0.08
H 6.6892 1.1106 -1.6043 0.016 0.004 0.006 0.13
H 8.2801 0.6666 -3.3253 0.010 -0.004 -0.002 0.08
H 7.8166 1.6770 -4.6947 0.001 0.003 -0.008 0.10
H 7.7196 -0.0728 -4.8318 0.010 -0.002 0.001 0.09
H 5.3054 0.5112 -5.5973 0.005 -0.027 -0.006 0.13
H 3.1096 0.0952 -6.0850 -0.001 -0.006 -0.014 0.09
H 2.0837 1.2747 -5.2707 -0.030 0.016 -0.007 0.09
H 2.0225 -0.4324 -4.8092 0.002 -0.028 -0.023 0.06
```
Forces are in eV/Å.



Entry from the OMol25 dataset: a molecular structure, C48H51MnN5O4Te2 (ωB97M-V/def2-TZVPD).

Output
* orbital gap (alpha / beta): 6.03 / 6.61 eV
* HOMO (alpha / beta): -0.35372 / -0.35383 Ha
* DFT total energy: -112148.62885 eV
* charge: +1
* ⟨S²⟩: 6.0496
* M: 1072.1 g/mol
* spin multiplicity: 5
* lowest unoccupied orbital energy (alpha / beta): -3.597 / -3.023 eV

The geometry in XYZ format:
```
111
Properties=species:S:1:pos:R:3:forces:R:3:lowdin_charge:R:1
Mn 0.7015 0.4998 0.2377 -0.220 -0.171 0.380 1.06
C -1.0523 7.2731 -0.8764 -0.018 -0.024 -0.016 -0.04
C -0.4613 5.9022 -0.6841 -0.002 0.010 0.038 -0.24
C 0.9022 5.6693 -0.8528 0.019 -0.011 -0.042 0.06
C 1.4566 4.4066 -0.7233 -0.002 -0.004 0.047 -0.06
C 2.9476 4.2610 -0.8566 -0.017 -0.025 -0.007 -0.29
O 3.6617 5.0873 -0.3330 0.005 0.022 -0.026 0.12
C 3.5356 3.1293 -1.6392 0.012 0.029 -0.032 -0.15
C 4.8866 2.8439 -1.4591 -0.002 -0.015 0.031 -0.03
C 5.4831 1.8150 -2.1703 -0.010 -0.018 0.016 -0.08
C 4.7326 1.0699 -3.0729 0.000 0.005 0.003 -0.08
C 3.3904 1.3657 -3.2725 0.010 0.001 -0.008 -0.06
C 2.7953 2.3953 -2.5607 -0.003 0.006 -0.032 -0.03
C 0.6348 3.3360 -0.3545 -0.159 -0.179 -0.040 -0.24
O 1.1818 2.1396 -0.2355 0.404 0.408 -0.066 -0.17
C -0.7325 3.5471 -0.1106 0.041 -0.049 -0.031 -0.06
C -1.2553 4.8335 -0.3117 -0.026 0.018 -0.012 0.04
C -1.5794 2.4712 0.3986 -0.058 0.100 0.020 -0.14
N -1.1553 1.2770 0.6745 0.142 -0.343 -0.092 0.04
C -2.0673 0.3017 1.3202 -0.011 -0.008 0.024 -0.29
C -1.5600 -0.0527 2.7061 0.000 0.141 0.016 -0.48
Te -2.5710 -1.7332 3.5610 -0.096 0.004 0.031 1.30
C -4.2982 -0.5524 3.8841 0.080 0.046 -0.016 -0.56
C -4.4429 0.1619 5.0704 -0.025 0.004 -0.009 -0.15
C -5.5033 1.0447 5.2294 -0.007 -0.004 0.004 -0.08
C -6.4222 1.2210 4.2048 0.000 -0.007 0.001 -0.09
C -6.2931 0.4979 3.0277 -0.009 -0.014 -0.005 -0.09
C -5.2367 -0.3886 2.8678 -0.031 -0.021 0.018 -0.15
C -3.0188 2.8196 0.6191 0.003 -0.008 0.009 -0.23
C -3.9565 2.4640 -0.3437 0.003 0.033 -0.009 -0.02
C -5.2887 2.8070 -0.1664 -0.001 -0.005 0.011 -0.06
C -5.6850 3.4931 0.9730 0.005 0.003 -0.009 -0.08
C -4.7491 3.8374 1.9377 -0.007 -0.003 0.008 -0.06
C -3.4137 3.5073 1.7603 0.014 -0.048 0.027 -0.03
H -0.2722 8.0224 -0.9975 -0.001 0.003 0.002 0.08
H -1.6668 7.5581 -0.0221 0.003 0.007 -0.001 0.08
H -1.6877 7.3042 -1.7630 0.009 0.006 -0.007 0.09
H 1.5664 6.4899 -1.0980 -0.008 0.006 -0.003 0.14
H 5.4545 3.4471 -0.7628 0.004 0.009 -0.008 0.12
H 6.5360 1.6028 -2.0338 0.000 -0.005 -0.007 0.11
H 5.1983 0.2706 -3.6354 0.007 0.000 0.002 0.11
H 2.8079 0.7977 -3.9851 -0.007 -0.001 0.005 0.11
H 1.7522 2.6288 -2.7304 -0.001 -0.007 0.016 0.12
H -2.3139 5.0003 -0.1623 0.007 -0.003 0.020 0.13
H -2.1495 -0.5803 0.6824 0.124 0.002 0.008 0.04
H -3.0571 0.7354 1.4259 -0.077 -0.105 -0.101 0.09
H -1.7262 0.7809 3.3899 0.090 0.021 0.001 0.06
H -0.5052 -0.3159 2.7117 -0.057 -0.106 -0.021 -0.01
H -3.7275 0.0280 5.8720 0.010 0.012 -0.007 0.09
H -5.6120 1.5919 6.1570 0.004 0.007 -0.003 0.11
H -7.2426 1.9166 4.3265 -0.014 -0.018 0.011 0.11
H -7.0166 0.6205 2.2316 0.003 0.005 -0.002 0.11
H -5.1454 -0.9588 1.9510 0.023 0.019 -0.014 0.09
H -3.6427 1.9246 -1.2296 -0.003 0.006 -0.004 0.13
H -6.0170 2.5372 -0.9198 0.000 0.002 -0.001 0.11
H -6.7247 3.7603 1.1089 -0.001 -0.003 0.003 0.11
H -5.0565 4.3670 2.8295 -0.003 -0.007 0.002 0.11
H -2.6791 3.7790 2.5092 -0.001 0.021 -0.009 0.13
C 4.7063 -2.8365 3.0287 0.019 0.023 -0.041 -0.05
C 4.9982 -1.3494 3.1776 0.004 0.010 0.021 -0.20
N 4.4929 -0.5728 2.0402 -0.055 -0.024 -0.033 -0.07
C 5.4761 -0.2749 0.9969 -0.018 -0.009 -0.044 -0.19
C 6.2411 1.0017 1.3126 -0.010 -0.007 0.019 -0.06
C 3.1996 -0.2345 1.9452 0.026 0.011 0.027 -0.36
C 2.3483 -0.3617 3.1747 -0.021 -0.027 -0.021 0.02
N 2.6451 0.2523 0.8687 -0.130 -0.046 -0.204 0.09
H 5.1030 -3.3891 3.8799 0.003 -0.001 0.000 0.09
H 5.1682 -3.2302 2.1219 -0.002 -0.007 0.003 0.08
H 3.6324 -3.0215 2.9719 0.002 -0.013 0.013 0.06
H 6.0743 -1.1850 3.2184 -0.007 0.044 0.038 0.12
H 4.5882 -0.9628 4.1081 0.004 -0.004 0.003 0.11
H 4.9932 -0.1913 0.0244 0.020 -0.061 -0.031 0.10
H 6.1513 -1.1289 0.9259 -0.007 -0.008 0.023 0.13
H 5.5794 1.8668 1.2661 0.000 0.003 0.013 0.07
H 7.0502 1.1476 0.5974 -0.016 0.014 -0.016 0.08
H 6.6773 0.9567 2.3113 0.018 -0.008 -0.009 0.08
H 2.8218 0.1538 4.0094 -0.006 0.007 -0.003 0.10
H 2.1673 -1.3976 3.4540 0.012 -0.002 0.005 0.08
H 1.3869 0.1075 2.9925 0.016 0.000 0.013 0.06
H 3.2660 0.3778 0.0757 0.048 0.101 0.040 0.07
C -4.4263 -4.0618 -0.4831 -0.028 -0.001 0.021 -0.43
Te -2.3953 -3.4937 -0.1303 -0.259 -0.021 -0.188 1.33
C -2.2076 -3.5927 -2.2670 -0.007 -0.070 -0.007 -0.42
C -3.3894 -4.3985 -2.7457 -0.019 0.019 0.010 -0.29
C -3.4320 -4.9078 -4.0408 -0.003 0.001 -0.003 -0.04
C -4.5368 -5.6152 -4.4839 0.008 -0.002 -0.004 -0.08
C -5.6122 -5.8233 -3.6302 -0.003 -0.002 0.000 -0.08
C -5.5721 -5.3282 -2.3377 0.005 -0.005 0.005 -0.04
C -4.4647 -4.6149 -1.8866 0.009 0.009 -0.004 -0.29
H -5.0714 -3.1904 -0.3774 0.007 0.003 -0.006 0.05
H -4.7291 -4.8036 0.2525 0.016 -0.010 -0.002 0.06
H -1.2597 -4.0525 -2.5430 -0.065 -0.022 0.020 0.04
H -2.2251 -2.5815 -2.6739 0.011 -0.001 0.002 0.06
H -2.5894 -4.7516 -4.7042 -0.007 0.019 -0.004 0.11
H -4.5580 -6.0078 -5.4919 -0.002 -0.005 0.003 0.10
H -6.4773 -6.3771 -3.9700 0.004 -0.009 0.004 0.11
H -6.4041 -5.5018 -1.6657 -0.006 0.007 -0.006 0.12
C 0.8829 -4.9830 1.4432 -0.047 -0.015 0.043 -0.01
N 0.8818 -3.8259 0.5538 0.095 0.040 -0.007 -0.07
C 1.2081 -3.9354 -0.7592 0.040 0.026 0.029 -0.05
C 1.1965 -2.8805 -1.6014 -0.021 0.016 -0.029 0.01
C 0.8170 -1.6237 -1.0457 -0.150 0.054 -0.015 -0.50
O 0.7873 -0.5205 -1.6610 0.180 0.133 0.126 -0.03
N 0.4813 -1.5320 0.2693 -0.008 0.088 -0.053 0.08
C 0.5048 -2.6039 1.1153 0.154 0.060 0.167 -0.59
O 0.2322 -2.5404 2.3026 0.092 -0.027 0.007 -0.04
H 1.1780 -5.8582 0.8714 -0.010 -0.007 0.003 0.10
H -0.1132 -5.1294 1.8565 -0.014 -0.007 -0.035 0.08
H 1.5777 -4.8236 2.2654 0.011 0.005 -0.014 0.09
H 1.4846 -4.9283 -1.0877 -0.015 -0.007 0.006 0.14
H 1.4682 -2.9616 -2.6411 -0.014 -0.015 0.000 0.13
```
Forces are in eV/Å.